{"formula": "C2H3IS2", "method": "the ωB97M-V functional and the def2-TZVPD basis", "spin_multiplicity": 1, "molar_mass_g_mol": 218.08, "charge": 0, "largest_force_ha_per_bohr": 0.097, "e_above_lowest_ev": 0.112, "total_energy_ev": -31893.0727, "species": ["C", "C", "S", "S", "I", "H", "H", "H"], "positions_angstrom": [[0.104, -0.545, 2.755], [-1.562, 2.477, 1.999], [1.486, 0.164, 2.851], [-1.302, -1.208, 2.758], [-0.212, 2.032, 0.423], [-0.893, 3.056, 2.707], [-1.699, 1.419, 2.392], [-2.343, 3.051, 1.674]]}

{"formula": "C9H14", "method": "the ωB97M-V functional and the def2-TZVPD basis", "spin_multiplicity": 1, "molar_mass_g_mol": 122.21, "charge": 0, "largest_force_ha_per_bohr": 0.111, "e_above_lowest_ev": 1.867, "total_energy_ev": -9558.3148, "species": ["C", "C", "C", "C", "C", "C", "C", "H", "H", "H", "H", "H", "H", "H", "H", "C", "C", "H", "H", "H", "H", "H", "H"], "positions_angstrom": [[0.349, -3.089, -0.241], [-0.226, -1.718, -0.007], [-0.958, -1.074, -1.038], [-0.238, -1.153, 1.321], [-1.395, 0.185, -0.765], [-0.537, 0.184, 1.429], [-1.198, 0.944, 0.411], [1.331, -3.092, -0.153], [-0.088, -3.588, -1.073], [-1.090, -1.452, -2.068], [0.044, -1.638, 2.223], [-2.076, 0.690, -1.594], [-0.365, 0.764, 2.316], [-1.534, 1.901, 0.632], [-0.179, -3.645, 0.524], [1.811, 1.836, -0.877], [1.421, 3.105, 0.045], [0.987, 1.317, -1.444], [2.392, 2.333, -1.716], [2.390, 1.109, -0.300], [0.887, 2.725, 0.952], [2.273, 3.448, 0.575], [0.853, 3.811, -0.549]]}

{"formula": "C17H10ClF5IrN5OS", "method": "the ωB97M-V functional and the def2-TZVPD basis", "spin_multiplicity": 6, "molar_mass_g_mol": 655.03, "charge": 1, "largest_force_ha_per_bohr": 0.013, "e_above_lowest_ev": 0.081, "total_energy_ev": -67060.1601, "species": ["Ir", "C", "C", "C", "C", "N", "C", "S", "N", "C", "H", "H", "H", "H", "H", "H", "H", "H", "Cl", "C", "H", "H", "F", "C", "C", "F", "C", "F", "C", "O", "C", "F", "C", "F", "N", "C", "C", "C", "N", "C", "N"], "positions_angstrom": [[0.412, -1.637, -0.317], [-2.752, 3.031, 0.583], [-2.777, 1.824, -0.289], [-3.890, 1.082, -0.589], [-3.752, -0.026, -1.427], [-2.563, -0.400, -1.926], [-1.497, 0.310, -1.621], [0.101, -0.117, -2.175], [-1.610, 1.411, -0.832], [-4.921, -0.865, -1.813], [-3.757, 3.286, 0.908], [-2.325, 3.881, 0.049], [-2.149, 2.843, 1.473], [-4.850, 1.359, -0.180], [-0.759, 1.928, -0.640], [-5.844, -0.518, -1.356], [-4.735, -1.900, -1.520], [-5.024, -0.856, -2.899], [-1.754, -3.577, 0.477], [-0.873, -3.188, -1.010], [-1.549, -2.812, -1.770], [-0.284, -4.042, -1.339], [7.268, 0.461, -0.098], [6.114, -0.139, -0.208], [6.060, -1.448, -0.714], [7.180, -2.046, -1.065], [4.850, -2.067, -0.829], [4.763, -3.288, -1.299], [3.622, -1.401, -0.441], [2.536, -2.014, -0.567], [3.736, -0.064, 0.082], [2.631, 0.561, 0.461], [4.945, 0.549, 0.188], [5.057, 1.775, 0.657], [0.044, -0.473, 1.266], [-0.049, 0.274, 2.165], [-0.200, 1.136, 3.201], [-1.473, 1.177, 3.846], [-2.537, 1.225, 4.283], [0.860, 2.034, 3.522], [1.743, 2.732, 3.762]]}

{"formula": "C4H4N2O", "method": "the ωB97M-V functional and the def2-TZVPD basis", "spin_multiplicity": 1, "molar_mass_g_mol": 96.09, "charge": 0, "largest_force_ha_per_bohr": 0.018, "e_above_lowest_ev": 3.672, "total_energy_ev": -9236.8161, "species": ["O", "C", "C", "C", "N", "C", "N", "H", "H", "H", "H"], "positions_angstrom": [[2.187, -1.385, 0.072], [1.155, -0.743, 0.080], [1.062, 0.696, 0.008], [-0.137, 1.327, -0.214], [-1.326, 0.697, -0.285], [-1.251, -0.628, -0.114], [-0.117, -1.405, 0.127], [1.983, 1.255, 0.125], [-0.163, 2.407, -0.353], [-1.248, -1.045, 1.036], [-2.106, -1.210, -0.468]]}

{"formula": "C2HNS2", "method": "the ωB97M-V functional and the def2-TZVPD basis", "spin_multiplicity": 1, "molar_mass_g_mol": 103.17, "charge": 0, "largest_force_ha_per_bohr": 0.062, "e_above_lowest_ev": 0.055, "total_energy_ev": -25249.1216, "species": ["C", "C", "H", "N", "S", "S"], "positions_angstrom": [[0.097, -0.149, 0.056], [-1.115, -0.965, -0.022], [0.955, 1.933, 0.419], [-2.281, -1.115, 0.024], [-0.268, 1.548, -0.035], [1.588, -0.764, -0.014]]}

{"formula": "C4H8N2", "method": "the ωB97M-V functional and the def2-TZVPD basis", "spin_multiplicity": 1, "molar_mass_g_mol": 84.12, "charge": 0, "largest_force_ha_per_bohr": 0.040, "e_above_lowest_ev": 4.106, "total_energy_ev": -7253.7692, "species": ["C", "C", "C", "C", "N", "N", "H", "H", "H", "H", "H", "H", "H", "H"], "positions_angstrom": [[1.612, -1.082, 2.058], [-0.871, -0.525, -1.859], [-1.276, 1.141, -0.060], [-0.500, 0.634, -1.000], [2.632, -0.780, 1.421], [1.821, 0.275, 2.228], [0.932, -1.847, 2.350], [-1.918, -0.785, -1.727], [-0.257, -1.390, -1.605], [-0.691, -0.293, -2.908], [-2.259, 0.754, 0.148], [-0.966, 1.984, 0.537], [0.483, 1.054, -1.181], [1.258, 0.859, 1.598]]}

{"formula": "C35H44AlBN5O", "method": "the ωB97M-V functional and the def2-TZVPD basis", "spin_multiplicity": 1, "molar_mass_g_mol": 588.57, "charge": 3, "largest_force_ha_per_bohr": 0.082, "e_above_lowest_ev": 0.000, "total_energy_ev": -53755.1742, "species": ["Al", "N", "C", "C", "C", "C", "C", "C", "C", "C", "N", "C", "H", "H", "H", "H", "H", "H", "H", "H", "O", "N", "C", "C", "C", "C", "C", "C", "C", "C", "C", "C", "C", "C", "N", "B", "N", "C", "C", "C", "C", "C", "C", "C", "C", "C", "C", "C", "C", "C", "C", "H", "H", "H", "H", "H", "H", "H", "H", "H", "H", "H", "H", "H", "H", "H", "H", "H", "H", "H", "H", "H", "H", "H", "H", "H", "H", "H", "H", "H", "H", "H", "H", "H", "H", "H", "H"], "positions_angstrom": [[-1.715, 0.689, 1.127], [-3.514, 0.988, 0.434], [-3.967, 2.171, 1.231], [-5.319, 2.559, 1.282], [-5.652, 3.641, 2.097], [-4.709, 4.269, 2.920], [-3.360, 3.798, 3.014], [-2.381, 4.337, 3.849], [-1.066, 3.898, 3.730], [-0.750, 2.799, 2.998], [-1.716, 2.099, 2.293], [-3.016, 2.710, 2.138], [-3.397, 1.205, -0.577], [-4.134, 0.144, 0.418], [-5.980, 2.124, 0.567], [-6.692, 3.937, 2.164], [-5.080, 5.156, 3.406], [-2.605, 5.210, 4.501], [-0.341, 4.510, 4.241], [0.237, 2.270, 3.134], [-1.127, -0.928, 1.357], [-0.535, -0.248, 0.177], [-0.458, -5.179, -1.263], [-1.046, -3.743, -0.997], [-2.460, -3.870, -0.284], [-1.236, -2.939, -2.212], [-2.298, -3.197, -3.016], [-2.565, -2.551, -4.284], [-1.698, -1.612, -4.716], [-0.736, -1.123, -3.760], [-0.172, 0.211, -4.036], [1.309, 0.272, -4.316], [-0.637, 1.329, -3.039], [-0.373, -1.901, -2.617], [0.699, -1.587, -1.757], [0.616, -0.799, -0.439], [2.105, -0.747, -0.110], [2.850, -1.455, -1.063], [2.007, -1.945, -2.026], [2.689, 0.044, 0.963], [2.760, -0.563, 2.267], [3.452, 0.099, 3.237], [3.909, 1.412, 3.022], [3.692, 2.031, 1.827], [3.125, 1.347, 0.724], [2.937, 1.995, -0.636], [4.208, 2.217, -1.486], [2.046, 3.215, -0.500], [1.947, -1.801, 2.549], [1.260, -1.777, 3.916], [2.672, -3.101, 2.317], [-0.150, -5.561, -0.238], [0.357, -5.238, -1.986], [-1.264, -5.843, -1.661], [-0.431, -3.306, -0.208], [-3.127, -4.672, -0.724], [-3.011, -2.913, -0.398], [-2.425, -4.111, 0.771], [-2.991, -3.984, -2.769], [-3.403, -2.835, -4.912], [-1.790, -1.183, -5.716], [-0.721, 0.523, -4.910], [1.891, -0.005, -3.412], [1.616, 1.255, -4.691], [1.585, -0.524, -5.068], [-0.045, 1.270, -2.058], [-1.721, 1.190, -2.783], [-0.554, 2.338, -3.490], [3.906, -1.555, -1.012], [2.303, -2.439, -2.968], [3.620, -0.423, 4.207], [4.420, 1.833, 3.908], [3.763, 3.119, 1.714], [2.301, 1.354, -1.240], [4.886, 2.996, -0.990], [3.978, 2.590, -2.466], [4.818, 1.320, -1.639], [2.417, 4.030, 0.098], [1.031, 2.906, -0.138], [1.915, 3.583, -1.529], [1.123, -1.658, 1.830], [1.933, -2.196, 4.702], [0.358, -2.398, 3.905], [0.986, -0.739, 4.178], [3.334, -3.211, 3.188], [3.269, -3.141, 1.368], [2.038, -3.991, 2.371]]}

{"formula": "C4H9NOP", "method": "the ωB97M-V functional and the def2-TZVPD basis", "spin_multiplicity": 3, "molar_mass_g_mol": 118.10, "charge": 1, "largest_force_ha_per_bohr": 0.206, "e_above_lowest_ev": 0.385, "total_energy_ev": -17106.7594, "species": ["C", "C", "C", "C", "N", "O", "P", "H", "H", "H", "H", "H", "H", "H", "H", "H"], "positions_angstrom": [[-0.972, -1.637, -0.087], [0.133, -0.962, 0.010], [1.543, -1.207, 0.107], [0.812, 1.602, -0.146], [-0.271, 0.568, 0.020], [-2.194, -0.753, 0.035], [-1.853, 0.751, 0.167], [-1.087, -2.697, 0.118], [1.941, -0.898, 1.087], [1.762, -2.275, -0.170], [2.095, -0.582, -0.510], [1.167, 1.926, 0.707], [0.281, 2.339, -0.676], [1.462, 1.047, -0.755], [-2.528, 1.384, 1.176], [-2.289, 1.394, -1.083]]}